This record from the OMol25 dataset describes a single C11H12N2 molecule. The level of theory is the ωB97M-V functional and the def2-TZVPD basis.

Last column: Löwdin charge in e.
Element x y z (Å)
C  -1.179  1.424  0.838  -0.0077
C  -1.639  -0.060  0.550  -0.3898
C  -3.012  -0.259  0.032  -0.0329
C  -0.984  -1.197  1.345  0.0048
C  -0.464  -0.928  -0.056  -0.2983
C  -0.993  -1.662  -1.156  -0.1989
N  -1.411  -2.182  -2.099  0.1764
C  0.885  -0.360  -0.241  -0.2592
C  1.368  0.044  -1.444  -0.0212
C  2.671  0.460  -1.547  -0.0920
C  3.425  0.613  -0.436  -0.0756
C  2.749  0.426  0.787  -0.1090
N  1.507  -0.067  0.910  0.0926
H  -1.193  2.155  -0.029  0.1030
H  -0.037  1.453  0.986  0.0868
H  -1.691  1.719  1.676  0.0395
H  -3.368  0.552  -0.629  0.1059
H  -3.458  -0.257  1.015  0.0952
H  -3.096  -1.183  -0.483  0.0569
H  -1.564  -1.997  1.559  0.0691
H  -0.150  -1.081  2.210  0.1678
H  0.937  -0.181  -2.415  0.1223
H  3.111  0.679  -2.564  0.1352
H  4.305  1.205  -0.581  0.0988
H  3.279  0.685  1.771  0.1303

Calculated values
LUMO, eV: 0.6870
Gap between HOMO and LUMO, eV: 9.96
Energy relative to the best compared isomer or geometry (same formula, charge and spin), eV: 2.8509

This record from the OMol25 dataset describes a single C11H12N2O2S molecule. The level of theory is the ωB97M-V functional and the def2-TZVPD basis.

Last column: Löwdin charge in e.
Element x y z (Å)
C  0.780  -4.732  0.548  -0.1090
O  0.471  -3.606  1.334  -0.1932
C  -0.898  -3.282  1.392  -0.2086
C  -1.406  -2.589  0.120  -0.1453
N  -0.636  -1.399  -0.144  0.0794
C  -1.188  -0.167  -0.147  -0.4593
O  -2.382  0.035  -0.043  0.0613
C  -0.212  0.956  -0.329  -0.1301
C  1.141  0.627  -0.497  -0.2088
N  2.236  0.302  -0.635  0.1844
C  -0.703  2.222  -0.326  -0.0286
C  0.005  3.442  -0.476  -0.5006
C  1.348  3.692  -0.664  -0.0985
C  1.643  5.058  -0.768  -0.1712
C  0.536  5.848  -0.662  -0.4029
S  -0.893  4.940  -0.431  1.0612
H  0.206  -5.608  0.871  0.0902
H  1.842  -4.921  0.694  0.0910
H  0.592  -4.558  -0.518  0.0834
H  -1.502  -4.179  1.586  0.1229
H  -0.993  -2.597  2.239  0.1309
H  -2.447  -2.287  0.249  0.1239
H  -1.335  -3.268  -0.737  0.1190
H  0.368  -1.505  -0.122  0.1236
H  -1.777  2.297  -0.190  0.1200
H  2.089  2.916  -0.722  0.0948
H  2.635  5.445  -0.916  0.1057
H  0.481  6.918  -0.707  0.0643

Calculated values
LUMO, eV: -0.7101
Gap between HOMO and LUMO, eV: 8.08
Energy relative to the best compared isomer or geometry (same formula, charge and spin), eV: 1.6153

This record from the OMol25 dataset describes a gas-phase ion, C11H12N3 (charge +1). The level of theory is the ωB97M-V functional and the def2-TZVPD basis.

Last column: Löwdin charge in e.
Element x y z (Å)
C  -1.211  1.909  -2.943  -0.0386
C  -0.495  0.819  -3.360  -0.0659
C  -1.328  2.074  -1.613  0.0175
C  0.151  -0.039  -2.519  0.0166
C  -0.758  1.163  -0.705  -0.1445
C  -0.027  0.093  -1.119  -0.1662
C  -0.315  -1.163  2.056  -0.0169
C  -0.004  -1.537  0.792  -0.0365
C  -0.410  0.951  1.620  -0.0811
C  0.135  0.187  3.976  -0.0423
C  1.760  -1.497  -0.809  0.0380
N  -0.989  1.327  0.658  0.1970
N  -0.223  0.109  2.639  -0.1087
N  0.587  -0.744  -0.234  0.0048
H  -1.405  2.565  -3.737  0.1184
H  -0.244  0.810  -4.454  0.1434
H  -2.052  2.886  -1.298  0.1569
H  0.561  -0.993  -2.951  0.1388
H  -0.626  -1.920  2.889  0.1735
H  0.014  -2.559  0.520  0.1225
H  1.219  -0.005  4.109  0.1215
H  -0.204  1.116  4.468  0.1226
H  -0.334  -0.517  4.580  0.0743
H  1.753  -2.025  -1.711  0.0854
H  2.542  -0.844  -0.838  0.0882
H  1.900  -2.166  -0.015  0.0814

Calculated values
LUMO (alpha / beta), eV: -2.9563 / -7.0530
Gap between HOMO and LUMO (alpha / beta), eV: 6.55 / 5.65
Spin multiplicity: 3
Energy relative to the best compared isomer or geometry (same formula, charge and spin), eV: 0.0000
Charge: +1

This record from the OMol25 dataset describes a gas-phase ion, C11H12NO2 (charge +1). The level of theory is the ωB97M-V functional and the def2-TZVPD basis.

Last column: Löwdin charge in e.
Element x y z (Å)
C  -2.807  0.216  2.364  0.1112
C  -1.594  0.409  2.073  0.0972
C  -3.809  -0.556  1.831  -0.0284
C  -3.463  -1.484  0.876  0.0017
C  -2.242  -1.601  0.215  0.0386
C  -0.938  -1.077  0.367  -0.0957
C  1.694  1.002  -0.788  -0.3408
C  -0.011  -1.357  -0.752  -0.1976
C  -0.606  0.052  1.238  0.0529
C  0.592  0.799  -1.573  -0.0307
C  3.809  2.091  -0.528  -0.0686
N  -0.303  -0.299  -1.640  -0.0133
O  2.259  0.050  0.040  -0.0030
O  2.455  2.149  -0.937  -0.0508
H  -4.760  -0.630  2.327  0.1202
H  -4.314  -2.119  0.660  0.1324
H  -2.155  -2.291  -0.606  0.1200
H  1.073  -1.198  -0.556  0.1231
H  -0.089  -2.432  -1.063  0.1509
H  0.422  0.257  1.524  0.1205
H  0.249  1.696  -2.097  0.1385
H  3.996  1.747  0.483  0.0833
H  4.236  3.073  -0.630  0.1080
H  4.399  1.296  -1.087  0.1297
H  3.204  0.316  0.246  0.1157
H  -1.297  -0.109  -1.985  0.1847

Calculated values
LUMO (alpha / beta), eV: -5.3251 / -5.3245
Gap between HOMO and LUMO (alpha / beta), eV: 5.51 / 5.51
Energy relative to the best compared isomer or geometry (same formula, charge and spin), eV: 4.6180
Charge: +1

This record from the OMol25 dataset describes a single C11H12O molecule. The level of theory is the ωB97M-V functional and the def2-TZVPD basis.

Last column: Löwdin charge in e.
Element x y z (Å)
C  -2.237  -1.754  -1.493  0.1424
C  -1.829  -1.197  -0.514  -0.1121
C  -1.303  -0.472  0.603  -0.1063
C  -1.489  1.012  0.487  -0.3306
C  -2.602  1.670  0.777  0.0797
O  -0.375  1.672  0.053  0.0482
C  0.691  0.800  -0.242  -0.4077
C  2.018  1.444  -0.475  -0.0384
C  1.248  0.876  -1.638  -0.0360
C  0.502  -0.497  0.461  -0.2280
C  1.241  -1.764  0.252  -0.0713
C  1.313  -1.053  1.578  -0.0671
H  -2.603  -2.254  -2.339  0.0180
H  -1.584  -0.891  1.564  0.1435
H  -2.660  2.735  0.650  0.0629
H  -3.479  1.161  1.129  0.0625
H  2.904  0.933  -0.132  0.1034
H  2.055  2.518  -0.377  0.1111
H  0.780  1.569  -2.319  0.1100
H  1.594  -0.039  -2.093  0.1009
H  2.105  -1.746  -0.397  0.1048
H  0.677  -2.682  0.197  0.1060
H  0.808  -1.501  2.421  0.1019
H  2.225  -0.538  1.846  0.1021

Calculated values
LUMO, eV: 0.9839
Gap between HOMO and LUMO, eV: 9.45
Energy relative to the best compared isomer or geometry (same formula, charge and spin), eV: 4.3664

This record from the OMol25 dataset describes 2 unconnected molecules or ions with the total composition C11H13Br3N2O4PS. The level of theory is the ωB97M-V functional and the def2-TZVPD basis.

Last column: Löwdin charge in e.
Element x y z (Å)
C  -2.260  -2.628  -2.462  -0.0501
C  -0.825  -2.201  -2.298  -0.1948
O  -0.761  -0.759  -2.083  0.0012
C  0.096  -0.320  -1.143  -0.4606
O  1.209  0.069  -1.344  0.1842
C  -0.549  -0.189  0.220  -0.0502
C  -1.586  0.752  0.279  0.0568
C  -2.223  0.977  1.454  0.0507
N  -1.828  0.305  2.548  -0.0409
O  -2.453  0.598  3.731  0.1143
C  -0.826  -0.602  2.540  -0.2606
N  -0.570  -1.234  3.744  0.0930
C  0.340  -0.824  4.470  -0.7561
S  1.439  -0.335  5.415  0.9309
C  -0.158  -0.895  1.355  -0.2495
P  1.177  -2.206  1.618  0.6251
O  2.075  -2.107  0.291  -0.3402
Br  -0.136  -3.950  1.191  0.3850
H  -2.293  -3.714  -2.529  0.0905
H  -2.880  -2.290  -1.635  0.0805
H  -2.663  -2.228  -3.390  0.0888
H  -0.369  -2.715  -1.449  0.0600
H  -0.247  -2.413  -3.195  0.1344
H  -1.902  1.297  -0.598  0.1502
H  -3.031  1.679  1.587  0.1627
H  -3.105  -0.104  3.887  0.1578
H  1.689  -2.480  -0.512  0.0439
Br  1.554  4.192  0.275  0.5920
C  2.297  3.105  -1.162  -0.7235
C  3.506  3.740  -1.793  -0.6963
Br  3.020  5.217  -2.955  0.6245
H  1.495  2.951  -1.876  0.0432
H  2.557  2.158  -0.698  0.0391
H  4.016  3.019  -2.428  0.0615
H  4.197  4.133  -1.056  0.0525

Calculated values
LUMO, eV: -4.7166
Gap between HOMO and LUMO, eV: 7.20
Charge: +1

This record from the OMol25 dataset describes a molecular structure, C11H13BrCrO. The level of theory is the ωB97M-V functional and the def2-TZVPD basis.

Last column: Löwdin charge in e.
Element x y z (Å)
C  0.843  -1.818  0.899  -0.2218
C  -0.177  -2.543  1.633  -0.2065
C  -1.069  -3.138  0.676  -0.1943
H  -0.261  -2.649  2.708  0.0822
C  -0.652  -2.772  -0.640  -0.1963
C  0.529  -1.962  -0.536  -0.2067
H  1.089  -1.553  -1.376  0.0958
H  1.670  -1.239  1.312  0.0938
H  -1.860  -3.860  0.895  0.1022
H  -1.134  -3.083  -1.556  0.0865
Cr  -1.015  -0.816  0.501  0.2668
Br  -0.886  1.601  0.344  -0.0155
C  1.226  3.919  -1.182  -0.2748
C  2.034  3.184  -2.101  -0.2374
C  3.157  2.666  -1.385  -0.2416
H  1.834  3.054  -3.161  0.0350
C  3.047  3.089  -0.024  -0.2376
C  1.849  3.856  0.103  -0.2659
H  1.473  4.312  1.014  0.0424
H  0.300  4.435  -1.415  0.0421
H  3.962  2.067  -1.806  0.0297
H  3.756  2.880  0.773  0.0331
C  -3.997  -1.951  0.872  -0.2782
O  -2.737  -1.428  0.698  -0.4960
H  -4.209  -2.740  0.151  0.0520
H  -4.686  -1.119  0.745  0.0576
H  -4.085  -2.392  1.863  0.0536

Calculated values
LUMO (alpha / beta), eV: 5.4420 / 5.4186
Gap between HOMO and LUMO (alpha / beta), eV: 5.08 / 5.07
Spin multiplicity: 5
Energy relative to the best compared isomer or geometry (same formula, charge and spin), eV: 0.6554
Charge: -2

This record from the OMol25 dataset describes a molecular structure, C11H13BrCrO. The level of theory is the ωB97M-V functional and the def2-TZVPD basis.

Last column: Löwdin charge in e.
Element x y z (Å)
C  1.326  -0.198  -1.210  -0.2296
C  2.354  -0.059  -0.248  -0.1775
C  2.194  -1.046  0.731  -0.2019
H  3.187  0.614  -0.308  0.0731
C  1.085  -1.859  0.419  -0.1845
C  0.575  -1.443  -0.876  -0.2550
H  0.072  -2.154  -1.559  0.0896
H  1.248  0.404  -2.116  0.0650
H  2.826  -1.192  1.592  0.0796
H  0.806  -2.777  0.943  0.0780
Cr  -0.323  0.156  0.243  0.4662
Br  -2.243  0.543  2.049  0.0208
C  -2.477  0.731  -0.629  -0.4081
C  -2.383  -0.556  -1.238  -0.2136
C  -1.423  -0.501  -2.254  -0.2537
H  -3.089  -1.358  -1.066  0.0776
C  -0.818  0.787  -2.239  -0.2618
C  -1.406  1.544  -1.195  -0.2341
H  -1.319  2.612  -1.046  0.0818
H  -3.405  1.118  -0.201  0.0367
H  -1.281  -1.239  -3.036  0.0801
H  -0.188  1.173  -3.039  0.0829
C  0.951  0.922  3.295  -0.3839
O  0.908  0.828  1.900  -0.4938
H  1.054  -0.009  3.938  0.0407
H  -0.055  1.394  3.467  -0.0128
H  1.827  1.564  3.682  0.0380

Calculated values
LUMO (alpha / beta), eV: 5.9362 / 5.9150
Gap between HOMO and LUMO (alpha / beta), eV: 5.11 / 5.30
Spin multiplicity: 5
Energy relative to the best compared isomer or geometry (same formula, charge and spin), eV: 3.1300
Charge: -2

| no. | energy (eV) |
| --- | --- |
| 1 | -14579.278 |
| 2 | -29511.280 |
| 3 | -16058.400 |
| 4 | -17173.170 |
| 5 | -13644.263 |
| 6 | -253031.507 |
| 7 | -112127.321 |
| 8 | -112124.846 |